Entry from OMol25: C23H30N2OS in the gas phase (ωB97M-V with the def2-TZVPD basis set).

Values from the calculation:
ΔE to the lowest compared entry with this formula, charge and spin: 3.6 kcal per mole
molar mass: 382.57 g/mol
SMILES: CC(C)(C)SCCNC(=O)c1ccc(CN2CCc3ccccc3C2)cc1
HOMO energy: -0.3029 hartree

Atoms and positions in Å:
C 1.813 -1.979 -4.838
C 2.221 -2.504 -3.464
C 2.264 -1.367 -2.454
C 3.556 -3.230 -3.552
S 0.881 -3.719 -3.024
C 1.373 -4.378 -1.387
C 0.287 -4.113 -0.346
N -0.025 -2.709 -0.247
C 0.649 -1.890 0.600
O 1.430 -2.312 1.434
C 0.351 -0.439 0.446
C 1.331 0.472 0.826
C 1.095 1.829 0.743
C -0.125 2.314 0.287
C -0.405 3.798 0.304
N -1.304 4.261 1.352
C -2.731 4.151 1.082
C -3.513 3.252 2.064
C -2.685 2.096 2.532
C -3.150 0.794 2.605
C -2.322 -0.211 3.074
C -1.031 0.083 3.479
C -0.558 1.381 3.398
C -1.378 2.389 2.919
C -0.937 3.807 2.687
C -1.091 1.399 -0.119
C -0.864 0.039 -0.035
H 1.754 -2.794 -5.554
H 0.839 -1.498 -4.787
H 2.543 -1.253 -5.190
H 2.508 -1.720 -1.454
H 1.306 -0.851 -2.412
H 3.026 -0.647 -2.747
H 3.879 -3.597 -2.580
H 3.483 -4.075 -4.233
H 4.320 -2.550 -3.925
H 2.299 -3.892 -1.090
H 1.542 -5.448 -1.499
H -0.624 -4.658 -0.607
H 0.643 -4.438 0.635
H -0.484 -2.310 -1.052
H 2.271 0.093 1.199
H 1.864 2.525 1.048
H -0.826 4.116 -0.654
H 0.541 4.334 0.445
H -2.879 3.783 0.065
H -3.157 5.164 1.126
H -3.787 3.849 2.939
H -4.436 2.911 1.593
H -4.161 0.567 2.295
H -2.684 -1.227 3.125
H -0.385 -0.703 3.840
H 0.454 1.610 3.701
H 0.143 3.912 2.808
H -1.428 4.479 3.403
H -2.043 1.749 -0.491
H -1.652 -0.645 -0.314

Mulliken population analysis, charges in e, atoms 1 to 4: number 1, C, carries -1.88; number 2, C, carries 1.55; number 3, C, carries -1.51; number 4, C, carries -1.64

=====

Entry from OMol25: 3 unconnected molecules or ions with the total composition C3H10NO2 (ωB97M-V with the def2-TZVPD basis set).

Values from the calculation:
ΔE to the lowest compared entry with this formula, charge and spin: 79.4 kcal per mole
net charge: +1
molar mass: 92.12 g/mol
HOMO energy: -0.5303 hartree

Atoms and positions in Å:
C 1.424 -0.949 0.991
C 0.205 -0.483 1.413
C 0.744 -1.164 -1.352
N 1.723 -1.000 -0.438
H 2.133 -1.370 1.652
H -0.411 0.115 0.798
H 0.069 -0.527 2.576
H 0.943 -1.707 -2.246
H -0.236 -0.848 -1.054
H 2.615 -0.680 -0.734
H -3.476 -0.593 -0.127
H -3.011 0.804 0.441
O -2.632 -0.022 0.022
H -0.993 3.391 -0.725
H 0.471 3.025 -0.389
O -0.419 2.642 -0.451

Mulliken population analysis, charges in e, atoms 1 to 4: number 1, C, carries 0.02; number 2, C, carries -0.43; number 3, C, carries -0.04; number 4, N, carries -0.05

=====

Entry from OMol25: C3H2FNO2 in the gas phase (ωB97M-V with the def2-TZVPD basis set).

Values from the calculation:
ΔE to the lowest compared entry with this formula, charge and spin: 35.9 kcal per mole
molar mass: 103.05 g/mol
SMILES: Oc1cnoc1F
HOMO energy: -0.3441 hartree

Atoms and positions in Å:
O -1.955 -0.701 -0.026
C -0.615 -0.487 0.015
C 0.491 -1.387 0.010
N 1.647 -0.772 -0.007
O 1.343 0.586 -0.027
C 0.009 0.710 0.019
F -0.481 1.937 0.012
H -2.105 -1.664 0.002
H 0.494 -2.466 0.088

Mulliken population analysis, charges in e, atoms 1 to 4: number 1, O, carries -0.51; number 2, C, carries 0.71; number 3, C, carries -0.34; number 4, N, carries -0.34

=====

Entry from OMol25: a molecular structure, C50H38N6PZr (ωB97M-V with the def2-TZVPD basis set).

Values from the calculation:
ΔE to the lowest compared entry with this formula, charge and spin: 103.6 kcal per mole
net charge: +1
molar mass: 845.09 g/mol
HOMO energy: -0.3415 hartree

Atoms and positions in Å:
Zr 0.256 -0.202 -0.074
C -5.164 -0.058 -1.900
C -4.544 0.695 -0.915
C -3.161 0.801 -0.898
C -2.359 0.151 -1.860
C -3.004 -0.611 -2.827
C -4.386 -0.714 -2.847
N -0.965 0.320 -1.792
C -0.277 0.910 -2.889
C -0.823 1.335 -4.101
C -0.022 1.949 -5.061
C 1.327 2.165 -4.827
C 1.883 1.754 -3.619
C 1.089 1.143 -2.665
N 1.562 0.634 -1.430
N 2.793 -0.065 -1.560
C 2.755 -1.222 -1.006
C 4.113 -1.820 -0.709
C 4.137 -3.112 0.154
C 2.784 -3.595 0.567
C 1.662 -2.965 0.250
N 1.567 -1.782 -0.522
H -6.244 -0.133 -1.926
H -5.137 1.203 -0.161
H -2.721 1.240 1.070
H -2.408 -1.143 -3.558
H -4.866 -1.317 -3.609
H -1.873 1.182 -4.315
H -0.469 2.264 -6.000
H 1.947 2.639 -5.582
H 2.941 1.875 -3.413
H 4.693 -1.860 -1.627
H 4.695 -3.929 -0.298
H 2.727 -4.487 1.180
H 0.713 -3.344 0.598
C -3.404 -0.805 2.763
C -2.840 -0.158 3.865
C -1.474 0.062 3.887
C -0.692 -0.297 2.785
C -1.243 -0.834 1.597
C -2.618 -1.114 1.665
C 0.788 -0.383 2.912
C 1.300 -1.047 4.105
C 2.477 -1.687 4.050
C 3.282 -1.611 2.855
C 4.363 -2.364 2.636
C 4.983 -2.353 1.283
C 4.817 -1.012 0.480
C 3.778 -0.089 1.029
C 2.886 -0.560 1.895
N 1.538 -0.085 1.890
H -4.457 -1.065 2.770
H -3.453 0.123 4.714
H -1.014 0.509 4.763
H -3.101 -1.584 0.817
H 0.650 -1.138 4.967
H 2.800 -2.336 4.860
H 4.743 -3.026 3.411
H 6.010 -2.703 1.317
H 5.733 -0.504 0.192
H 3.608 0.839 0.510
N -2.481 1.560 0.140
P -2.294 3.207 0.133
C -1.749 3.793 -1.441
C -2.612 3.649 -2.533
C -2.278 4.222 -3.745
C -1.093 4.935 -3.875
C -0.238 5.084 -2.790
C -0.566 4.523 -1.565
C -3.803 4.065 0.562
C -4.611 3.525 1.568
C -5.821 4.123 1.877
C -6.233 5.254 1.178
C -5.430 5.796 0.185
C -4.212 5.206 -0.126
C -1.075 3.449 1.419
C 0.200 2.894 1.280
C 1.150 3.109 2.261
C 0.816 3.815 3.410
C -0.462 4.327 3.571
C -1.406 4.161 2.565
H -3.536 3.087 -2.431
H -2.943 4.107 -4.596
H -0.832 5.376 -4.831
H 0.681 5.648 -2.894
H 0.090 4.669 -0.717
H -4.297 2.640 2.115
H -6.447 3.703 2.656
H -7.185 5.717 1.415
H -5.754 6.678 -0.355
H -3.587 5.631 -0.900
H 0.487 2.363 0.372
H 2.151 2.722 2.133
H 1.561 3.962 4.183
H -0.721 4.874 4.470
H -2.391 4.601 2.665

Mulliken population analysis, charges in e, atoms 1 to 4: number 1, Zr, carries -0.61; number 2, C, carries -0.89; number 3, C, carries -0.82; number 4, C, carries -0.09

=====

Entry from OMol25: a molecular structure, C3H3I5O3 (ωB97M-V with the def2-TZVPD basis set).

Values from the calculation:
ΔE to the lowest compared entry with this formula, charge and spin: 0.0 kcal per mole
molar mass: 721.57 g/mol
HOMO energy: -0.3324 hartree

Atoms and positions in Å:
C 3.043 0.617 0.337
C 4.391 1.189 -0.020
C 2.102 1.551 0.980
O 2.420 -0.029 -0.714
O 4.722 2.239 0.469
O 0.975 0.880 1.282
I -2.223 -1.749 -1.676
I 3.741 -0.904 1.914
I 5.507 0.275 -1.520
I 1.787 3.081 -0.489
I 2.991 2.494 2.869
H 1.513 0.197 -0.817
H -2.223 -2.594 -0.362
H 0.303 1.525 1.654

Mulliken population analysis, charges in e, atoms 1 to 4: number 1, C, carries -0.01; number 2, C, carries 0.26; number 3, C, carries -0.51; number 4, O, carries -0.43

=====

Entry from OMol25: C3H7N in the gas phase (ωB97M-V with the def2-TZVPD basis set).

Values from the calculation:
ΔE to the lowest compared entry with this formula, charge and spin: 15.5 kcal per mole
molar mass: 57.10 g/mol
SMILES: C=CCN
HOMO energy: -0.3513 hartree

Atoms and positions in Å:
C -1.777 -0.093 -0.179
C -0.673 -0.207 0.513
C 0.636 0.534 0.210
N 1.698 -0.440 -0.068
H -1.812 0.571 -1.061
H -2.668 -0.703 -0.164
H -0.703 -0.946 1.322
H 0.864 0.985 1.181
H 0.372 1.296 -0.579
H 1.437 -0.923 -0.928
H 2.626 -0.075 -0.248

Mulliken population analysis, charges in e, atoms 1 to 4: number 1, C, carries -0.69; number 2, C, carries -0.09; number 3, C, carries -0.31; number 4, N, carries -0.59

=====

Per-record orbital gap, eV: 8.8485 8.4079 9.7779 6.1808 8.1204 10.8001